No. 1
Entry from the Open Molecules 2025 dataset: C24H23F6N8O9RuS5 as an isolated structure (wB97M-V/def2-TZVPD).

E_HOMO (alpha / beta) (eV): -8.76 / -8.89
<S²>: 0.75
E_LUMO (alpha / beta) (eV): -0.3326 / -1.4052
Spin multiplicity: 2
Net charge: 0
Gap between HOMO and LUMO (alpha / beta) (eV): 8.43 / 7.49

Atoms and positions in Å:
C 2.727985 -1.209341 2.499054
O 3.636704 -3.637775 -1.363901
O 1.255506 0.643229 -0.284833
H 2.559029 -0.958825 4.630681
O 1.653157 -6.239818 -2.159532
O 1.857834 1.998082 1.582416
O 0.798681 -2.037379 0.933499
H -0.365256 4.250362 0.429646
N -2.215717 -1.260256 0.695630
C -0.460691 2.158975 -4.086354
H -0.244011 3.216100 -4.164493
C -3.062544 0.976308 0.533762
O -0.546153 -5.595922 -1.202499
H -4.982636 2.000655 0.713651
C 3.214824 -0.919381 3.771122
C 1.390315 1.981403 2.793811
C 5.407761 -0.577367 2.816275
S 0.876561 -5.393318 -1.311668
S -3.038820 3.499917 0.500480
O 2.181879 -1.679982 -1.758642
F 3.531011 -2.454733 -4.168595
F 0.785224 -5.020168 1.293449
F 1.237377 -7.042553 0.664714
S 2.427578 -3.095062 -1.898355
F 2.758822 -5.509081 0.555365
N 0.178072 -0.171033 2.204696
H 4.935156 -0.359111 4.900012
C -0.958404 0.069997 -5.219005
N -1.718067 1.317228 0.383743
F 2.898570 -4.519398 -4.081802
O 0.602159 -2.366473 3.409591
N -1.186109 -1.827516 -3.552972
H 1.869932 -0.000446 -0.673149
H -1.275543 -2.640279 -4.138268
C 4.549057 -0.597065 3.916486
C -2.526435 -2.546955 0.725444
H -5.512491 -0.713312 0.556094
Ru -0.422743 -0.319308 0.341774
C -0.474160 1.563831 -2.841197
F 1.429299 -2.951084 -4.335297
H -1.112673 -2.783583 -1.656937
H 7.340143 -0.910280 3.691372
H 5.555462 -0.905269 0.701765
O 1.664705 2.787182 3.658610
N 1.089963 -3.837065 -1.511059
C -0.700400 1.424989 -5.258641
N -0.370122 3.257370 0.264336
N -0.812032 -0.679728 -1.709099
C -1.549832 2.623234 0.379627
C 3.558854 -1.203282 1.390379
C 6.855990 -0.221585 2.997315
S 1.019116 -1.533340 2.325062
C -0.974504 -0.521974 -3.961945
N -1.633440 -3.526239 0.741921
H -0.614626 1.429436 3.251155
H 7.393315 -0.257004 2.051394
C -4.514846 -1.111133 0.621032
H 0.480842 2.778763 0.573591
H 0.579406 0.526638 4.149388
C 2.583503 -3.283067 -3.732571
H 1.628774 1.191288 0.643797
C 0.340933 0.908727 3.156009
H -1.877804 -4.487389 0.569351
C -3.343214 -0.452026 0.626424
S -4.236757 -2.819929 0.711173
H -1.129517 -0.502461 -6.120665
H 3.174993 -1.457426 0.412468
C 4.898594 -0.895133 1.562374
H 6.955113 0.783622 3.409678
H -0.644257 -3.295533 0.779049
C -1.058011 -1.865192 -2.216727
C -3.913121 2.016508 0.596943
C -0.746415 0.199304 -2.788977
C 1.468322 -5.756681 0.402473
H -0.671374 1.931140 -6.214179
H -0.247294 2.124472 -1.946423

Force components x, y, z for each atom (eV/Å):
C 0.0 0.1 0.0
O 0.0 0.0 0.0
O -0.1 -0.1 0.0
H 0.0 0.0 0.0
O 0.0 0.0 0.0
O 0.0 0.1 0.0
O 0.0 0.0 0.0
H 0.0 0.0 0.0
N 0.0 0.0 0.0
C 0.0 0.0 0.0
H 0.0 0.0 0.0
C 0.0 0.0 0.0
O 0.0 0.0 0.0
H 0.0 0.0 0.0
C 0.0 0.0 0.0
C 0.0 0.0 0.1
C 0.0 0.0 0.0
S 0.0 0.1 0.0
S 0.0 0.0 0.0
O 0.0 0.1 0.0
F 0.0 0.0 0.0
F 0.0 0.0 0.0
F 0.0 0.0 0.0
S -0.1 0.0 0.0
F 0.0 0.0 0.0
N 0.1 -0.1 0.0
H 0.0 0.0 0.0
C 0.0 0.0 0.0
N 0.1 0.0 0.0
F 0.0 0.0 0.0
O 0.0 0.0 0.0
N 0.0 0.0 0.0
H 0.0 0.0 0.0
H 0.0 0.0 0.0
C 0.0 0.0 0.0
C 0.0 0.0 0.0
H 0.0 0.0 0.0
Ru 0.0 0.0 -0.1
C 0.0 0.0 0.0
F 0.0 0.0 0.0
H 0.0 0.0 0.0
H 0.0 0.0 0.0
H 0.0 0.0 0.0
O 0.0 0.0 0.0
N 0.0 0.0 0.0
C 0.0 0.0 0.0
N 0.0 0.0 0.0
N -0.1 0.0 0.1
C 0.0 0.0 0.0
C 0.0 0.0 0.0
C 0.0 0.0 0.0
S 0.0 0.0 0.1
C 0.0 0.0 0.0
N 0.1 0.0 0.0
H 0.0 0.0 0.0
H 0.0 0.0 0.0
C 0.0 0.0 0.0
H 0.0 0.0 0.0
H 0.0 0.0 0.0
C 0.0 0.0 0.0
H 0.1 0.0 0.1
C 0.0 0.0 0.0
H 0.0 0.0 0.0
C 0.0 0.0 0.0
S 0.0 0.0 0.0
H 0.0 0.0 0.0
H 0.0 0.0 0.0
C 0.0 0.0 0.0
H 0.0 0.0 0.0
H 0.0 0.0 0.0
C 0.0 0.0 0.0
C 0.0 0.0 0.0
C 0.0 0.0 0.0
C 0.0 0.0 0.0
H 0.0 0.0 0.0
H 0.0 0.0 0.0

=====

No. 2
Entry from the Open Molecules 2025 dataset: C24H23IrN3 as an isolated structure (wB97M-V/def2-TZVPD).

E_HOMO (alpha / beta) (eV): -15.22 / -18.52
<S²>: 6.06
E_LUMO (alpha / beta) (eV): -11.0040 / -14.1681
Spin multiplicity: 5
Net charge: +3
Gap between HOMO and LUMO (alpha / beta) (eV): 4.21 / 4.35

Atoms and positions in Å:
C -10.145986 -16.365978 2.427170
H -7.507356 -17.554131 2.550800
C -9.948635 -17.777862 0.499298
H -5.175204 -15.590070 -1.152486
C -10.901532 -12.233705 1.001758
H -12.721499 -15.837990 0.220013
N -7.893553 -13.992229 -0.112501
C -11.869025 -11.784856 -1.140826
H -6.319955 -15.179823 -3.269334
C -9.808198 -12.965756 -0.984067
H -10.548965 -12.248161 -2.813268
C -6.079077 -14.978335 -1.145153
H -9.464784 -18.633851 -0.028933
Ir -9.082529 -14.252005 1.377761
C -11.356855 -17.392756 -1.542335
H -12.455980 -14.019084 2.587736
C -11.772573 -16.222670 0.625097
H -13.169804 -15.597899 2.924366
C -6.202375 -14.887532 4.224665
C -7.324749 -14.519909 3.577992
C -10.733462 -12.330560 -1.749787
C -11.901427 -11.632869 0.257331
C -7.933868 -13.992578 -2.449749
H -6.184166 -14.874730 5.307014
N -10.057858 -12.989731 0.353162
H -8.237428 -14.140216 4.010374
H -4.310744 -15.457669 1.460987
H -12.699385 -11.481612 -1.714163
H -4.179400 -15.637095 3.884652
C -9.504047 -17.452729 1.770721
H -10.481709 -17.762550 -2.062226
C -11.044643 -17.125477 -0.116064
C -6.319722 -14.809559 1.419698
H -10.794220 -12.107444 2.073376
H -11.755597 -15.130900 3.863791
H -12.685758 -11.114221 0.762152
H -8.419980 -13.755916 -3.366360
C -12.217377 -15.059877 2.863407
H -8.165934 -19.065543 1.969264
H -9.887757 -16.171247 3.487673
C -11.321798 -15.800412 1.878001
C -8.391784 -18.162924 2.501254
C -5.174117 -15.166929 2.070495
C -6.766520 -14.792759 -2.350481
H -11.704834 -16.483989 -2.075118
C -5.097649 -15.257069 3.458730
C -6.684776 -14.580384 0.040727
H -12.166509 -18.134145 -1.617173
C -8.521462 -13.621452 -1.260084
N -7.385266 -14.559436 2.247436
H -8.707824 -18.424100 3.502301

Force components x, y, z for each atom (eV/Å):
C 0.9 0.1 0.1
H 0.5 0.4 0.1
C 0.2 -1.1 -1.1
H -0.1 0.4 0.1
C -2.3 1.7 -0.6
H 0.5 -0.1 0.2
N -1.9 -0.1 2.0
C 1.0 -0.4 1.1
H -0.2 0.1 0.3
C 0.8 -0.2 0.5
H -0.4 -0.1 -0.1
C -0.2 -0.7 -0.2
H -0.4 0.8 0.4
Ir 0.3 -2.0 0.8
C -0.7 0.1 -0.5
H 0.1 -0.4 0.1
C -0.6 0.4 -1.0
H 0.0 0.1 -0.1
C 0.4 0.0 1.3
C -0.3 0.2 0.3
C -0.4 0.4 -1.1
C 0.3 -0.4 -0.2
C -0.4 -0.1 1.7
H 0.1 0.0 0.0
N 0.5 0.0 -0.5
H 0.0 -0.2 0.7
H -0.2 0.2 0.4
H -0.7 0.7 -0.7
H 0.0 0.2 0.2
C 0.8 1.2 1.5
H 0.1 -0.2 -0.1
C 0.4 0.3 -0.3
C -1.1 0.5 -0.3
H -0.2 -0.2 0.1
H -0.3 0.4 -0.4
H -0.4 0.4 0.1
H -0.1 0.1 -0.7
C 0.5 -0.1 -0.1
H 0.4 -0.5 -0.2
H -0.3 -0.1 -0.7
C -0.7 0.4 2.0
C -1.1 -0.1 -0.8
C 2.0 -1.0 -0.4
C 0.9 0.4 -0.6
H 0.1 -0.5 0.4
C 0.0 -0.2 -1.0
C 2.5 -1.0 -0.3
H 0.2 0.1 -0.1
C -0.5 0.3 -2.2
N 0.0 -0.1 -0.3
H 0.0 0.0 0.3

=====

No. 3
Entry from the Open Molecules 2025 dataset: a 2-piece molecular cluster, C24H23N2O overall (wB97M-V/def2-TZVPD).

E_HOMO (eV): -11.13
E_LUMO (eV): -3.9149
Net charge: +1
Gap between HOMO and LUMO (eV): 7.22

Atoms and positions in Å:
C 1.312360 0.613015 2.632875
C 2.286481 -4.140647 0.691247
H -3.008343 -4.411143 -0.237749
H 2.961792 -3.292639 0.670188
H 0.825896 3.871196 -0.795467
C 2.007149 -0.376651 1.877003
C 2.852099 0.326459 4.497594
O -0.126114 3.363268 -3.128220
H -0.279655 -5.325682 0.818297
C 1.785673 -0.601811 0.464025
H 2.545928 -1.275339 -0.082958
H 4.099487 -1.453904 4.382744
H 3.287309 -2.106873 2.125238
C -3.448686 4.163341 -1.864167
C -4.233074 3.532496 -2.841424
C 0.952341 -3.555445 0.692348
C 0.612978 0.077279 -1.633993
C -2.074984 4.252977 -2.011740
H 2.460048 -4.773509 -0.201350
H -3.050010 -4.429959 1.584125
C 1.168620 0.437319 -0.373657
C -2.257257 3.097197 -4.163479
H -3.926723 4.552882 -0.966552
N -0.202856 -4.309044 0.742799
C -0.708510 -2.182134 0.683308
H 3.368013 0.725257 5.394065
N 0.671718 -2.257525 0.621575
H -1.439698 4.696312 -1.226026
H -1.711661 2.617274 -4.987251
C -2.708337 -3.835940 0.685638
H -1.238967 -1.249990 0.683016
H -0.150181 0.672514 -3.535875
H 0.411038 1.115465 2.254809
C 1.751436 0.989505 3.911392
H 1.433103 2.228419 0.906275
C -1.277937 -3.430436 0.716031
C 2.919287 -1.209954 2.608929
H -5.294481 3.410709 -2.696658
H 0.438915 -0.977612 -1.797647
H -3.310721 -2.904417 0.675928
C 0.799355 2.790777 -0.993683
H -4.196970 2.424154 -4.715980
C 3.329634 -0.852760 3.889575
C 1.175426 1.829711 -0.066966
H 2.456320 -4.731998 1.614959
C -1.484031 3.686181 -3.150871
H 1.298366 1.842928 4.442207
C 0.242662 1.014113 -2.575606
C 0.297810 2.375045 -2.241943
C -3.622057 2.979620 -3.976916

Force components x, y, z for each atom (eV/Å):
C 0.1 -0.1 0.1
C 0.7 -0.6 0.0
H 0.6 0.5 0.9
H 0.4 -0.3 -0.1
H 0.1 -0.7 0.1
C 0.4 0.0 2.2
C -0.2 0.0 -0.4
O 1.0 0.0 -0.1
H 0.3 0.7 -0.1
C 0.5 -2.0 -0.4
H -1.1 1.5 1.0
H -0.3 0.3 -0.1
H 0.3 0.2 0.2
C -0.7 0.0 -0.4
C 0.8 -0.2 -0.1
C -1.0 -0.4 -0.3
C 0.8 0.1 0.9
C 0.7 0.0 -0.2
H 0.0 0.3 0.5
H 0.6 0.6 -0.9
C -1.0 0.5 -1.0
C 1.0 -0.1 0.5
H 0.1 0.0 -0.2
N 0.5 1.1 0.0
C -0.6 -0.3 -0.3
H -0.7 -0.4 -0.5
N -1.3 -0.5 0.0
H -0.4 -0.3 -0.5
H -0.4 0.2 0.3
C -1.2 -0.3 0.1
H 0.0 0.3 -0.1
H 0.0 0.3 0.3
H 0.6 -0.3 0.0
C 0.7 -0.2 0.2
H 0.5 -0.4 -0.2
C 0.6 0.3 0.1
C -0.6 1.3 -0.4
H -0.1 0.1 0.0
H 0.2 -0.1 -0.4
H 0.3 -0.6 0.0
C -0.6 -0.4 -0.9
H 0.0 0.2 0.2
C 0.2 0.2 -0.1
C 0.1 -0.1 0.1
H 0.0 0.3 -0.6
C -0.8 -1.3 0.8
H 0.1 -0.6 -0.4
C -0.5 0.2 0.0
C -0.1 0.8 0.1
C -0.4 0.4 0.0

=====

DFT total energy, record by record: -4728.7549 -1195.7256 -1112.8155 hartree
Relative energy (zero: lowest compared OMol25 entry of this formula, charge and spin), record by record: 36.5 86.1 176.3 kJ/mol